[1]
A structure of composition C51H40MnN3O5P2Se in a non-equilibrium geometry. Source: the OMol25 dataset; level of theory: the ωB97M-V functional and the def2-TZVPD basis.

Gap between HOMO and LUMO (alpha / beta) = 7.7 / 8.2 eV
Charge = +1
Relative energy (zero: lowest compared OMol25 entry of this formula, charge and spin) = 7.2 kcal/mol
<S²> = 8.758
Highest occupied orbital energy (alpha / beta) = -10.27 / -10.82 eV
Total energy = -183484.3042 eV
Maximum force = 0.0311 hartree/bohr
Multiplicity = 6

The geometry in XYZ format:
```
103
C51H40MnN3O5P2Se | the OMol25 dataset | the ωB97M-V functional and the def2-TZVPD basis
C -2.24417 -0.70767 3.65981
H -5.86732 0.75490 -1.41769
C 1.39861 -4.05864 -1.26874
C 0.96313 1.65243 2.84434
H 2.14126 -4.74953 -3.15981
C 2.93174 2.96353 3.26565
C 2.54100 5.09305 -1.67864
H -3.48377 -5.52506 3.37454
H 0.16475 4.91792 3.31678
C -4.92459 -2.06756 -3.03418
O 4.56184 -0.09514 -5.28611
C -5.26614 -0.09974 -1.69956
H 0.54462 4.41263 -4.99189
C -3.72291 -2.31179 -2.38601
O -2.42214 -1.18473 2.37614
H 5.32671 1.42011 -1.80469
H 0.72845 3.97701 0.34918
H -5.26251 -2.75256 -3.80110
C -1.02745 -0.05799 3.87018
C 3.04585 5.44784 -2.91667
O 1.12749 1.21241 -0.27135
C -2.96808 -3.47750 3.05455
H -3.72428 0.32499 -0.27069
H 0.43363 -3.53714 -4.47067
N -0.61560 3.63832 -2.46043
P -1.75244 -1.65397 -0.41222
H -2.25574 4.08437 -3.68509
C -3.03488 -5.14877 1.31667
C 0.58032 4.24552 -2.83420
H -1.19221 2.78023 -4.26219
C 2.24182 -1.32623 1.59221
C 1.21175 -1.24747 2.53307
H 2.76454 5.49064 -5.04340
C -0.55281 -2.74200 -2.74274
H -2.42749 -4.49638 -0.63106
C -2.60404 -2.52386 2.11448
H 2.34616 -0.15364 -4.41327
H 2.94795 0.84124 2.92393
C 3.10201 -2.41249 1.58398
C 0.42717 -3.48333 -3.38918
C 1.89269 -3.37939 3.42148
H -2.29091 2.49224 -2.89805
C -3.27042 -1.43102 -1.40720
C -0.57658 -2.67750 -1.35200
P 0.04236 0.13939 2.40400
C 1.98358 1.03884 -1.20448
C 1.04145 -2.28352 3.44884
H -1.40199 0.66272 7.15213
H 0.24833 -2.23090 4.18335
C -4.06081 -0.33572 -1.05930
C 2.60900 0.28148 -3.45704
N 0.49575 4.01376 -0.63163
C 0.42268 -3.32292 -0.61901
C -3.18650 -0.80329 4.66989
H 3.61735 1.83258 -0.05188
H 4.01179 5.93043 -2.97542
C 1.39451 -4.15141 -2.65441
H -3.59933 -0.37285 6.72149
H -3.08184 -3.22002 4.09649
Se -1.99946 2.76893 -0.09738
H -3.23645 -6.16339 1.00097
C 0.26094 0.24219 -2.81973
H 0.43009 -3.24326 0.46364
H 3.58082 -4.30369 2.48781
C 1.29672 4.48164 -1.66005
H 0.08838 -0.16798 -3.82569
C -5.69233 -0.96260 -2.69829
O 6.09016 0.56539 -3.91481
C 2.34045 1.73428 3.00049
N 4.93068 0.33861 -4.20809
O -0.72132 0.45390 -2.09907
C 4.28858 1.16627 -1.96746
H 0.22604 0.92317 5.30579
H 2.62361 5.06011 3.58941
H -1.30232 -2.21589 -3.31820
C 2.33448 5.20022 -4.09465
H 2.16489 -4.56213 -0.69345
H -3.14833 -3.19200 -2.64128
H 3.91059 -2.44552 0.86483
C 2.15635 4.10702 3.37757
C 3.91697 0.59470 -3.19569
H 1.74077 -4.18384 4.12946
C 2.92306 -3.44414 2.49558
C 0.18406 2.80767 2.95393
H -0.88934 2.73704 2.83101
C -2.36515 -2.89537 0.78921
C 3.34737 1.38372 -1.00025
C -1.65464 3.22651 -3.38357
C 1.08905 4.59825 -4.07585
C 0.77638 4.02938 3.22482
H 4.00567 3.02381 3.38984
C -2.60379 -4.20816 0.39752
H 2.37104 -0.53183 0.86816
C -0.72363 0.43233 5.13438
C 1.62225 0.51417 -2.49315
C -0.63548 3.49136 -1.12792
C -2.87127 -0.30217 5.92447
H -6.62831 -0.77933 -3.20961
Mn -0.80642 0.53249 0.14453
H -4.15978 -1.23524 4.47896
C -1.63942 0.28991 6.16477
C -3.18730 -4.78349 2.64460
H 3.09197 5.29016 -0.76869
```



[2]
A structure of composition C51H40N13O2Ti in a non-equilibrium geometry. Source: the OMol25 dataset; level of theory: the ωB97M-V functional and the def2-TZVPD basis.

Gap between HOMO and LUMO (alpha / beta) = 5.0 / 4.7 eV
Charge = -1
Relative energy (zero: lowest compared OMol25 entry of this formula, charge and spin) = 0.0 kcal/mol
<S²> = 2.048
Highest occupied orbital energy (alpha / beta) = -3.10 / -3.47 eV
Total energy = -100126.8667 eV
Maximum force = 0.0530 hartree/bohr
Multiplicity = 3

The geometry in XYZ format:
```
107
C51H40N13O2Ti | the OMol25 dataset | the ωB97M-V functional and the def2-TZVPD basis
H -3.52032 2.82251 0.25769
C 0.71989 -2.55295 2.77396
N 4.24963 0.84427 -1.51394
N 2.58989 -2.68745 1.23870
N -1.95475 -1.40704 0.79375
C -2.58054 1.93812 1.94506
C 6.68244 -3.95172 -1.81913
H -5.94902 -1.17857 4.77400
H 4.47801 2.23701 0.03190
H 5.67952 0.90645 0.11951
H 5.80206 -2.88147 -3.47943
C 4.57414 -2.78922 -1.74320
N -1.11682 -0.84669 -1.40295
C -3.94966 3.79532 2.85586
C -0.78355 -1.65308 1.28975
C 0.10460 -0.12000 -3.77898
H -6.26768 -1.01499 -3.68012
C 2.04632 2.01995 0.80098
O -1.68515 2.21463 -1.41525
C -4.12506 5.09186 3.35985
H -0.82157 5.98897 3.55546
C -3.24013 0.66026 3.98010
H 5.09440 -4.38087 1.23311
H 0.55599 -3.57309 5.97488
C -1.70681 1.92482 -0.22159
N 1.12981 1.63649 -1.44333
H 1.64921 1.60746 -2.31586
H 2.71836 2.97278 -1.09193
C 2.42467 0.57538 -7.21198
N -0.69486 1.39330 0.57633
N 2.51350 -1.99350 -1.10887
N 3.33846 -1.44891 -3.37738
H 4.93681 1.11836 -2.19363
N -2.86259 2.11141 0.53721
C -3.17404 -0.83455 -2.49131
H 7.15502 -5.09951 -0.02916
H 0.87647 1.70620 -8.05813
N 1.04435 -0.68457 -2.95757
H 0.16209 1.89542 -1.60675
H -3.95168 -0.44495 -4.45641
C -5.43972 -1.09366 -2.97528
H -2.57603 -2.19815 3.55485
H 3.87528 -0.52807 -6.12098
Ti 0.93471 -0.50058 -0.93863
O -0.47702 1.04357 2.84598
H 1.87973 0.13080 1.42953
H 1.24530 3.52295 -0.45905
C -5.52297 -0.36713 2.79838
C 3.09315 -2.63976 -0.01262
C 6.44006 -4.42042 -0.51059
H 2.24209 -3.35385 4.05537
H -4.81245 3.18163 2.56352
C 1.37223 -2.32707 1.47414
C -1.53409 -2.33725 3.68488
C 5.74551 -3.14434 -2.40837
C -3.37795 -1.23156 -1.17537
H 7.57210 -4.26898 -2.40431
C 5.32879 -4.01115 0.21033
C 1.15904 1.11980 -7.21716
H 1.16154 2.14275 1.39724
H -3.95286 -0.38280 5.78582
C 4.64587 1.16288 -0.15269
C -3.02372 5.88520 3.61384
H -2.33948 1.05086 4.41876
H -6.41613 -0.84145 2.36129
H -4.88848 0.63690 1.02942
C 1.83805 2.61998 -0.58299
C 2.03520 -0.29302 -5.03110
C -4.10230 -0.15378 4.73491
C -1.75004 -0.55718 -2.58666
C 4.35683 -3.20832 -0.38100
H -0.58020 3.69168 2.75706
C -5.64293 -1.50763 -1.67028
N 2.36356 0.56675 0.66685
H 4.13744 -0.15145 -1.52829
N -1.16227 -0.01894 -3.68051
H -3.14568 6.85229 4.07607
C -4.17724 -0.80723 -3.43373
C 2.20060 -0.88298 -3.69906
H 3.10888 0.75704 -7.98984
C -1.11701 1.40140 1.84100
H 2.87623 2.51208 1.32861
C -2.11792 -1.18988 -0.51945
C -5.28918 -0.61081 4.14979
H -5.15214 5.48340 3.53524
C 0.29480 -3.18900 5.00337
H -1.71800 -3.02323 5.75113
C -1.73837 5.39015 3.41982
C -1.04994 -2.86086 4.90198
C -4.66716 0.44282 2.05317
C -4.64081 -1.60663 -0.72491
N 0.43190 -1.74824 0.60313
C -3.50096 0.97041 2.63849
C -1.58238 4.09074 2.92962
C 3.81506 0.36353 0.84647
C 3.42012 -2.05297 -2.11123
C -2.66205 3.26962 2.64508
C 2.88937 -0.13705 -6.12339
H -0.72610 1.29671 -6.20116
C 0.79096 0.21596 -5.07420
H -4.89795 -1.99976 0.26363
C -0.60487 -2.16228 2.66922
H 4.10288 0.67639 1.81812
C 0.29237 0.89562 -6.16699
C 1.18274 -3.08602 3.95786
H 4.11785 -0.69881 0.74014
H -6.70525 -1.69945 -1.37545
```



[3]
The molecule C51H40N2O in a non-equilibrium geometry. Source: the OMol25 dataset; level of theory: the ωB97M-V functional and the def2-TZVPD basis.

Gap between HOMO and LUMO = 7.7 eV
Charge = 0
Relative energy (zero: lowest compared OMol25 entry of this formula, charge and spin) = 0.0 kcal/mol
Highest occupied orbital energy = -7.34 eV
Total energy = -58561.9937 eV
Maximum force = 0.0390 hartree/bohr
Multiplicity = 1

The geometry in XYZ format:
```
94
C51H40N2O | the OMol25 dataset | the ωB97M-V functional and the def2-TZVPD basis
H 0.65380 2.35086 6.75003
C -0.16385 -0.29556 2.83522
C 2.15389 -0.81616 -1.95522
C -3.34224 3.07598 1.34043
H 1.97278 0.02370 -0.00073
C -2.42986 5.70976 1.10011
C -3.69507 -0.81389 -2.34974
C -2.58897 3.43399 0.19032
H 2.34276 -1.16008 4.96235
C -2.30162 4.81850 0.02714
H 5.07097 -5.21993 -3.73556
H 4.32416 -0.39634 -4.77850
H -2.04055 1.23015 6.02130
H -3.95231 -2.52283 -3.65311
C 6.03423 -3.30260 -4.13837
H -0.01542 -0.24082 -4.51279
C 0.86356 -2.44538 -7.63999
H 0.10633 3.41834 1.75281
C 3.63511 -3.66103 -4.04194
C -0.31077 -3.15658 -7.36229
C 3.72048 0.91945 7.31018
C 0.32664 2.02610 3.33872
H -3.87882 3.57792 3.39183
C 5.81579 -1.96417 -4.49421
C -2.88742 5.23380 2.35229
N 0.21496 0.33918 5.11020
C 3.45083 -2.28043 -4.20665
H 4.41432 -0.93337 6.37649
C -1.48576 -2.58209 6.58901
H -0.21053 -2.97977 -3.92899
C -2.67331 -1.98224 7.02794
H -0.25256 -1.32475 3.18712
C -0.11919 1.36268 1.06451
C 2.47214 -0.32373 5.65604
C 0.07229 0.71779 3.76327
H 7.05388 -3.67990 -4.01223
C 1.28844 -2.18297 -5.26900
H -3.89915 -1.36701 -1.42780
N 2.12892 -1.74561 -4.22146
C -0.19130 0.02351 1.48463
C 1.42626 0.59939 5.79548
C 4.52089 -1.43371 -4.50641
C 1.54106 0.01549 -1.00841
C 0.40000 0.81909 -1.32996
H -1.85960 5.17853 -0.90834
C -3.43931 0.70888 -4.68092
C 4.93860 -4.15756 -3.94285
H 3.05879 -1.40283 -1.74800
C 0.14583 2.35780 2.01270
H 1.15048 -2.23785 -8.67374
C -3.34811 0.55338 -2.24983
C -1.97657 2.30095 -0.69758
C -0.75470 -0.45928 5.76200
H -3.71681 2.05925 1.42777
H -3.44914 -2.58766 7.49776
H -0.96144 -3.50029 -8.16941
C -3.34055 1.32697 -3.41750
C 0.09227 -2.87037 -4.97940
H 2.74893 2.71869 8.10822
C -3.00213 1.14547 -0.87783
C -2.87060 -0.60334 6.88333
H -3.46167 1.34733 -5.57798
H -2.18502 6.77148 0.96611
H -1.52559 -4.04794 -5.77363
H -0.67235 1.60336 -3.03547
H -2.97336 5.93366 3.20264
C -3.41022 3.93275 2.46160
H 2.63485 -1.47438 -6.80155
C -3.72673 -1.45123 -3.60005
C 1.57265 -0.92916 -3.23364
H 0.07609 2.84850 -0.53744
C 1.69779 -1.99852 -6.59787
H 0.60210 2.75323 4.08216
O -3.53849 0.58049 0.07592
H -3.74426 -0.09955 7.31088
H 0.46170 -2.22924 5.66105
C 1.51356 1.68032 6.67121
H -3.56655 -1.17838 -5.75221
C 3.61450 -0.18307 6.44279
H 4.64003 1.07687 7.86861
C 0.01643 0.84224 -2.66209
C 2.68295 1.85288 7.42944
C -0.66404 -3.41647 -6.03026
H -0.36572 -0.76245 0.75512
C -0.49623 -1.81375 5.97674
C -1.92788 0.16137 6.19077
H 6.65602 -1.31696 -4.77202
C 0.45793 -0.11966 -3.54970
C -3.54503 -0.68927 -4.77029
H -1.62499 2.66481 -1.66305
H -1.30744 -3.64676 6.73473
C -0.35592 1.78803 -0.37889
H 2.75807 -4.30468 -3.97765
H -3.27489 2.40870 -3.31640
```



[4]
A structure of composition C51H41Br2N2OP2SiTi. Source: the OMol25 dataset; level of theory: the ωB97M-V functional and the def2-TZVPD basis.

Gap between HOMO and LUMO (alpha / beta) = 6.4 / 6.1 eV
Charge = +1
Relative energy (zero: lowest compared OMol25 entry of this formula, charge and spin) = 65.9 kcal/mol
<S²> = 2.063
Highest occupied orbital energy (alpha / beta) = -9.27 / -9.22 eV
Total energy = -248230.1207 eV
Maximum force = 0.0194 hartree/bohr
Multiplicity = 3

The geometry in XYZ format:
```
101
C51H41Br2N2OP2SiTi | the OMol25 dataset | the ωB97M-V functional and the def2-TZVPD basis
C 0.14024 -2.73990 -2.54103
C -2.39576 -2.31583 2.37398
C -0.25799 1.90194 -4.28459
C -3.09327 -2.08014 -1.94717
H 0.99409 4.14821 1.60167
C -2.05060 -4.84057 2.52197
C -3.58915 -1.96396 1.53492
C -0.38769 2.71201 2.42100
C -2.03307 0.01247 -2.57219
C 2.09913 0.94250 3.18032
C -0.83631 2.93808 4.77429
H -3.25733 1.24928 -3.84035
C -1.52252 2.99537 -0.22037
H -2.42009 3.63586 -3.41628
H 1.41130 -4.14967 -5.92509
C -0.42394 -3.89218 -3.09208
H -0.39343 -5.30429 -4.69562
H -3.55288 5.69041 0.13922
H 1.32142 5.33014 3.73315
C -1.00364 -2.85938 0.28680
H -3.06139 -3.01317 -1.39970
H 2.33279 -2.02623 -5.03703
C 0.01398 4.03136 4.83647
C 0.47502 3.80787 2.49166
H 0.06258 1.02278 -4.84497
C 0.82351 1.06428 -1.52570
H 6.40681 2.99469 -0.50518
H -4.66639 -0.68998 0.31018
C 3.74480 -0.88073 -1.53636
H 2.74063 -4.72567 2.65311
C -2.82967 0.30702 0.79113
C -2.35994 3.72254 -2.33808
C 0.04661 -4.40406 -4.28878
P -0.55524 1.86852 0.82933
C -0.57528 -0.70063 1.57786
H 1.26897 0.41749 3.63154
Br 2.02403 -2.69763 3.88326
H 0.98263 -4.40384 2.40557
H 5.71796 3.77762 1.72037
C 1.11957 -2.07288 -3.27272
H 0.16145 4.54744 5.77538
C -4.26761 -0.55418 -3.36594
C 5.58170 2.52840 0.01555
C -4.22249 -1.75705 -2.68039
H -1.26412 -4.37873 -2.61950
H -5.06044 -2.44081 -2.71202
Br 2.36708 -3.21996 0.72483
H -2.23453 -5.72079 3.12771
H -3.26659 1.20243 0.35891
C 1.05697 -3.75243 -4.98354
H 1.49799 -1.12216 -2.91375
C -1.05382 -2.13756 1.61959
C 5.20347 2.95911 1.23577
O 1.75112 1.83177 -1.78212
H -1.35340 2.60384 5.66377
H 4.39050 3.34759 3.80428
C 1.57910 -2.57083 -4.48353
Si -0.75660 1.40498 -2.55647
C -3.06267 4.75282 -1.72824
H 2.59817 2.04009 4.95449
C -1.08713 -4.22219 0.23139
C 3.82222 0.81017 0.01409
C -1.04494 2.28454 3.56893
H -1.26448 -6.15548 1.06418
C -1.58077 2.82267 -1.61332
H -4.37957 -2.70166 1.46296
H -1.72999 1.44668 3.51809
H -0.81438 -4.72096 -0.68745
H 0.58059 2.59386 -4.21291
C -2.23600 4.02083 0.39402
C 3.38941 1.30460 1.30619
H -3.09023 -3.70700 3.92896
H -2.19766 4.14110 1.46828
H 5.24190 -0.89970 -3.07159
Ti 1.11063 -0.09981 0.23368
N 2.33952 0.68584 1.90630
C 3.82628 2.58735 3.28063
C 4.13393 2.30924 1.93492
H -0.19102 -0.43550 2.57161
H -2.35359 -1.59416 3.20102
H -5.14230 -0.28900 -3.94407
C -1.52671 0.36501 1.14262
C -3.00542 4.89922 -0.35410
C -2.53444 -3.66505 2.99972
C -3.18719 0.30980 -3.30365
C 4.93910 1.39898 -0.59227
N 3.20836 -0.29153 -0.48344
C 4.86035 -0.37238 -2.21030
H -1.05298 2.37878 -4.85547
C -1.42353 -5.10445 1.27804
C -2.00805 -1.20927 -1.89231
C 2.84235 1.87371 3.91664
H -0.31224 -2.65978 2.23749
C 5.43351 0.79148 -1.75789
C 1.98101 -3.97955 2.45568
C 0.66562 4.47118 3.69007
H -3.65032 5.43609 -2.32630
C -3.74595 -0.81848 0.86696
P -0.47750 -1.81257 -1.09706
H 3.26909 -1.79139 -1.87690
H 6.28672 1.22510 -2.26274
```